No. 1
{
  "formula": "C36H22B4N6O36",
  "method": "ωB97M-V with the def2-TZVPD basis set",
  "elements": ["O", "C", "O", "B", "O", "C", "O", "O", "C", "O", "C", "O", "O", "O", "C", "O", "B", "O", "C", "O", "O", "C", "O", "C", "O", "O", "O", "C", "O", "B", "O", "C", "O", "O", "C", "O", "C", "O", "O", "O", "C", "O", "B", "O", "C", "O", "O", "C", "O", "C", "O", "O", "C", "C", "N", "H", "H", "H", "C", "C", "N", "H", "H", "H", "C", "C", "N", "H", "H", "H", "C", "C", "N", "H", "H", "H", "C", "C", "C", "C", "C", "C", "N", "O", "O", "H", "H", "H", "H", "H", "C", "C", "C", "C", "C", "C", "N", "O", "O", "H", "H", "H", "H", "H"],
  "coordinates": [[-12.5326, 12.1330, 7.5453], [-11.5433, 12.8764, 7.3143], [-11.5357, 14.0263, 6.6251], [-10.1872, 14.6810, 6.6459], [-9.3258, 13.7069, 7.4216], [-10.0487, 12.6428, 7.7939], [-9.5794, 11.6630, 8.4671], [-10.3634, 15.9500, 7.3078], [-9.8644, 16.8916, 6.6361], [-9.6548, 18.0467, 7.0065], [-9.5399, 16.3079, 5.2083], [-9.6709, 14.9714, 5.2758], [-9.1707, 16.9773, 4.1782], [-17.3565, 25.0247, 1.9157], [-16.1376, 25.1675, 1.8915], [-15.4032, 25.5522, 0.9395], [-13.9406, 25.4988, 1.2881], [-13.9552, 25.1711, 2.7039], [-15.2274, 25.0872, 3.1376], [-15.6263, 24.7347, 4.2690], [-13.3609, 26.8264, 1.1115], [-12.3249, 26.7534, 0.3272], [-11.5135, 27.6242, 0.0196], [-12.1945, 25.2483, -0.1366], [-13.1042, 24.5486, 0.4471], [-11.2791, 24.8173, -0.8368], [-15.1973, 10.0234, 2.6354], [-14.7504, 10.4833, 1.6260], [-13.5488, 11.0730, 1.5472], [-13.3484, 11.6453, 0.1864], [-14.5438, 11.1972, -0.5535], [-15.3736, 10.5447, 0.2024], [-16.4587, 10.2014, -0.2379], [-12.1251, 11.1404, -0.5165], [-11.4768, 12.1496, -0.9764], [-10.4367, 12.0863, -1.6062], [-12.2610, 13.4726, -0.6125], [-13.1740, 13.0952, 0.1686], [-11.8295, 14.6434, -0.8644], [-17.1051, 16.9530, 6.5958], [-16.8283, 16.8117, 5.4396], [-16.3734, 17.7825, 4.6236], [-15.9937, 17.1842, 3.2808], [-16.3045, 15.7537, 3.3911], [-16.7329, 15.4694, 4.6348], [-16.9209, 14.3419, 5.1366], [-14.5762, 17.4794, 3.1478], [-14.4369, 18.4343, 2.1999], [-13.3311, 19.0002, 1.9610], [-15.8498, 18.7883, 1.6062], [-16.6979, 17.9583, 2.1543], [-16.0182, 19.7297, 0.8175], [-15.0898, 22.0815, -4.7519], [-13.8682, 21.4049, -4.2890], [-12.8567, 20.8497, -4.0266], [-15.8160, 21.3173, -5.0290], [-14.8434, 22.5388, -5.7102], [-15.4244, 22.8796, -4.0892], [-18.5686, 21.2457, 10.9140], [-17.5086, 21.1171, 11.9569], [-16.6330, 20.9978, 12.7076], [-18.7692, 20.2497, 10.5190], [-18.3321, 21.9923, 10.1560], [-19.4907, 21.5653, 11.3995], [-13.8261, 21.1378, 7.7374], [-13.5696, 22.3051, 8.6688], [-13.3000, 23.2197, 9.3479], [-13.5277, 21.3102, 6.7033], [-14.8901, 20.9062, 7.7867], [-13.4147, 20.2245, 8.1670], [-21.9028, 15.3969, 10.7390], [-21.4803, 14.1096, 10.1724], [-21.1518, 13.0398, 9.7406], [-21.5665, 16.2088, 10.0941], [-21.5630, 15.5867, 11.7571], [-22.9675, 15.5522, 10.5645], [-23.3267, 17.9428, 0.1445], [-22.5669, 17.4556, -0.9073], [-23.1001, 16.4619, -1.6938], [-24.3588, 15.9765, -1.5337], [-25.0993, 16.4367, -0.4292], [-24.5950, 17.4363, 0.3375], [-24.9047, 14.8999, -2.4079], [-26.0484, 14.6152, -2.2719], [-24.1796, 14.3029, -3.1811], [-22.9713, 18.7400, 0.7806], [-21.6095, 17.9225, -1.0853], [-22.6544, 16.1087, -2.6120], [-26.0343, 15.9295, -0.2426], [-25.1285, 17.7908, 1.2071], [-21.9136, 21.8871, 6.4198], [-21.1344, 20.9838, 5.7233], [-21.6024, 19.6616, 5.4962], [-22.8410, 19.2922, 6.0570], [-23.7333, 20.2470, 6.5724], [-23.2095, 21.5678, 6.7978], [-23.2634, 17.8456, 6.1411], [-22.5333, 16.9622, 5.7147], [-24.3304, 17.5815, 6.6779], [-21.5267, 22.8924, 6.4991], [-20.1831, 21.2472, 5.2851], [-20.9872, 18.9305, 4.9927], [-24.7247, 20.0476, 6.9515], [-23.8528, 22.3340, 7.2045]],
  "homo_ha": -0.08402,
  "largest_force_ev_per_a": 6.6,
  "charge": -4
}

---

No. 2
{
  "formula": "C36H22BrCl5N3O4Ru",
  "method": "ωB97M-V with the def2-TZVPD basis set",
  "elements": ["Ru", "C", "C", "O", "C", "C", "C", "N", "N", "C", "O", "C", "C", "C", "C", "C", "C", "H", "H", "H", "H", "H", "H", "H", "H", "H", "H", "H", "H", "Br", "C", "C", "C", "C", "C", "C", "C", "C", "C", "C", "H", "H", "H", "H", "H", "H", "O", "C", "N", "C", "O", "C", "C", "C", "C", "C", "C", "H", "H", "H", "H", "Cl", "C", "C", "C", "Cl", "C", "Cl", "C", "Cl", "C", "Cl"],
  "coordinates": [[-0.2672, -0.2516, -0.7584], [-2.6758, -0.3855, -2.7852], [-0.4422, -0.0342, -3.9590], [0.1300, -2.1228, -2.8337], [0.3467, 1.0970, -4.0668], [1.1955, 1.5343, -3.0747], [2.1816, 2.6404, -3.2629], [1.2084, 0.8105, -1.8561], [2.4407, 0.7130, -1.3764], [2.5733, -0.3408, -0.5707], [1.7221, -1.2571, -0.4859], [3.8234, -0.4033, 0.2360], [4.0541, -1.5195, 1.0349], [5.1627, -1.5658, 1.8669], [6.0526, -0.5006, 1.9042], [5.8295, 0.6116, 1.1014], [4.7202, 0.6621, 0.2718], [-1.8046, -2.2009, -2.0879], [-1.5798, -1.9233, -3.8908], [-3.6138, -0.9197, -2.9227], [0.3436, 1.6333, -5.0124], [2.0028, 3.1348, -4.2188], [3.2014, 2.2493, -3.2408], [2.1139, 3.3816, -2.4602], [3.3356, -2.3285, 1.0029], [5.3226, -2.4300, 2.5008], [6.9091, -0.5293, 2.5683], [6.5166, 1.4494, 1.1331], [4.5163, 1.5311, -0.3392], [0.2864, -2.3275, 2.1716], [1.0036, -0.7758, 2.9779], [1.4392, -0.9813, 4.2604], [2.0864, 0.0332, 4.9851], [2.2983, 1.2291, 4.3765], [1.8421, 1.4741, 3.0563], [2.1256, 2.7406, 2.5034], [1.6764, 3.0411, 1.2565], [0.9148, 2.0986, 0.5510], [0.6092, 0.8182, 0.9834], [1.1262, 0.4833, 2.2936], [1.2987, -1.9573, 4.7046], [2.4204, -0.1518, 5.9995], [2.8239, 2.0297, 4.8866], [2.7029, 3.4471, 3.0911], [1.8865, 4.0056, 0.8053], [0.5485, 2.4195, -0.4146], [-3.2507, 0.0191, 1.1201], [-2.9313, -1.0803, 0.7232], [-1.6884, -1.5282, 0.3168], [-1.7881, -2.8856, 0.0495], [-0.8787, -3.6688, -0.1283], [-3.2291, -3.3087, 0.1589], [-3.8563, -4.5070, -0.1119], [-5.2323, -4.5689, 0.1003], [-5.9332, -3.4649, 0.5816], [-5.2799, -2.2641, 0.8524], [-3.9208, -2.2167, 0.6205], [-3.2933, -5.3536, -0.4846], [-5.7705, -5.4852, -0.1145], [-7.0029, -3.5441, 0.7388], [-5.8075, -1.3923, 1.2192], [-1.8537, 2.6759, 1.2695], [-2.2587, 2.3567, -0.3876], [-1.8661, 1.1851, -1.0660], [-2.6374, 0.9460, -2.2579], [-1.1181, -1.2486, -2.8071], [-3.4950, 1.8974, -2.8124], [-4.3312, 1.5234, -4.2915], [-3.6999, 3.1146, -2.1936], [-4.7024, 4.3245, -2.9266], [-3.1129, 3.3166, -0.9556], [-3.4703, 4.7959, -0.1190]],
  "homo_ha": [-0.02596, -0.07010],
  "largest_force_ev_per_a": 2.1,
  "spin_multiplicity": 6,
  "relative_energy_kj_mol": 1447.9,
  "charge": -2
}

---

No. 3
{
  "formula": "C36H22Cl5N6O2S3Tc",
  "method": "ωB97M-V with the def2-TZVPD basis set",
  "elements": ["Tc", "O", "C", "C", "C", "C", "N", "C", "C", "C", "C", "C", "C", "O", "C", "C", "N", "H", "H", "H", "H", "H", "H", "H", "H", "H", "H", "H", "H", "S", "C", "C", "C", "C", "N", "C", "C", "C", "S", "C", "N", "H", "H", "Cl", "C", "C", "C", "Cl", "C", "Cl", "C", "Cl", "C", "Cl", "S", "C", "C", "C", "N", "C", "C", "C", "C", "C", "N", "C", "C", "H", "H", "H", "H", "H", "H", "H", "H"],
  "coordinates": [[-0.9200, -0.4383, 0.0053], [-5.5054, 0.8047, 5.0659], [-5.8252, 1.1813, 3.7467], [-4.7437, 0.7008, 2.8242], [-4.8511, 0.8873, 1.4540], [-3.8267, 0.4721, 0.6355], [-2.7189, -0.1233, 1.1038], [-2.6492, -0.3831, 2.4271], [-3.6270, 0.0351, 3.3089], [-1.5312, -1.2523, 2.8333], [-1.3746, -1.7429, 4.1144], [-0.4057, -2.7108, 4.3593], [-0.1761, -3.2440, 5.7524], [-1.1758, -2.8480, 6.6618], [0.3454, -3.1707, 3.2879], [0.1641, -2.5974, 2.0465], [-0.7292, -1.6337, 1.8211], [-6.1477, 1.1848, 5.6722], [-5.9078, 2.2691, 3.6426], [-6.7761, 0.7446, 3.4202], [-5.7196, 1.3619, 1.0169], [-3.8739, 0.6136, -0.4333], [-3.5490, -0.1655, 4.3659], [-2.0021, -1.4101, 4.9276], [0.7732, -2.8395, 6.1140], [-0.0629, -4.3304, 5.7087], [-1.8364, -3.5420, 6.7431], [1.0853, -3.9502, 3.4130], [0.7495, -2.9136, 1.1948], [-1.8232, 0.3802, -1.8912], [-1.3162, -0.7806, -3.0994], [-1.2745, -0.4445, -4.4533], [-0.8531, -1.3758, -5.3841], [-0.7848, -1.0059, -6.7704], [-0.7436, -0.7011, -7.8765], [-0.4839, -2.6715, -4.9676], [-0.5496, -3.0140, -3.6304], [-0.9706, -2.0728, -2.6894], [-1.0871, -2.4907, -0.9963], [-0.0207, -3.6440, -5.9184], [0.3670, -4.4181, -6.6724], [-1.5523, 0.5489, -4.7796], [-0.2688, -4.0109, -3.3179], [2.2720, -0.4166, 1.8361], [1.1874, 0.9283, 2.0497], [0.0711, 1.0924, 1.2238], [-0.5729, 2.3289, 1.3619], [-1.7985, 2.8293, 0.2278], [-0.2491, 3.2620, 2.3501], [-1.1272, 4.7288, 2.5095], [0.8039, 2.9995, 3.2198], [1.2041, 4.1122, 4.4584], [1.5512, 1.8399, 3.0419], [2.9081, 1.5542, 4.0560], [4.9361, 0.0442, -3.2921], [3.4255, -0.0251, -2.4147], [3.0173, -1.2693, -1.9305], [1.8314, -1.3753, -1.2455], [1.0196, -0.3327, -1.0007], [1.4248, 0.8638, -1.4549], [2.5913, 1.0601, -2.1597], [5.0225, 1.7663, -3.7239], [4.5138, 2.1933, -4.9426], [4.6055, 3.5428, -5.2534], [5.1480, 4.4488, -4.4436], [5.6377, 4.0214, -3.2836], [5.6076, 2.6940, -2.8769], [3.6203, -2.1540, -2.0858], [1.5140, -2.3374, -0.8745], [0.7774, 1.7027, -1.2419], [2.8345, 2.0574, -2.4961], [4.0598, 1.4942, -5.6317], [4.2248, 3.9119, -6.1985], [6.0814, 4.7748, -2.6429], [6.0362, 2.4006, -1.9283]],
  "homo_ha": [-0.40856, -0.41669],
  "largest_force_ev_per_a": 0.3,
  "spin_multiplicity": 2,
  "relative_energy_kj_mol": 9.0,
  "charge": 1
}

---

Calculated total energy? In order: -4522.334800 -6819.586904 -5440.248440 Ha.